1.
The following is a quantum chemistry calculation of a molecular structure, C24H36F2O13V at a distorted geometry, from OMol25.

CARTESIAN COORDINATES (ANGSTROEM)
O1 0.48386 -0.27319 -0.56608
V1 0.27932 -0.69011 0.92882
F1 -1.48780 -1.64815 0.40653
F2 1.86315 0.22454 1.73535
O2 -1.10531 0.87501 1.45621
C1 -2.16483 1.43249 1.44241
O3 -2.50421 2.33468 2.35808
C2 -3.81642 2.85942 2.10052
C3 -4.40500 2.03636 0.94357
C4 -3.19180 1.33288 0.34721
H1 -3.71252 3.90484 1.80390
H2 -4.43684 2.82396 2.99191
H3 -4.97918 2.63094 0.23921
H4 -5.06960 1.27314 1.35385
H5 -2.73151 1.85948 -0.49377
H6 -3.36494 0.30227 0.05331
O4 -0.15429 -1.57049 2.80396
C5 -0.92024 -2.09829 3.55972
O5 -2.10438 -1.60054 3.85870
C6 -2.84556 -2.47772 4.72082
C7 -1.78580 -3.38012 5.37149
C8 -0.66626 -3.37168 4.33950
H7 -3.54562 -3.04378 4.10625
H8 -3.37867 -1.87515 5.44813
H9 -2.11121 -4.39351 5.59791
H10 -1.48087 -2.95546 6.32875
H11 -0.70773 -4.25650 3.70627
H12 0.33499 -3.28315 4.75771
O6 1.21946 -2.62794 0.48915
C9 0.90626 -3.33685 -0.43689
O7 1.41342 -3.12137 -1.64426
C10 0.78254 -3.96972 -2.61332
C11 -0.51350 -4.40653 -1.96664
C12 -0.16683 -4.38830 -0.47681
H13 1.45986 -4.80878 -2.80443
H14 0.65218 -3.48003 -3.57586
H15 -0.87732 -5.34491 -2.38988
H16 -1.34856 -3.72618 -2.14696
H17 0.17390 -5.37007 -0.14293
H18 -1.03809 -4.07872 0.09485
O8 0.27811 2.58424 -0.36293
C13 0.86293 3.60799 -0.48395
O9 0.21639 4.78918 -0.67184
C14 1.14654 5.84325 -0.94198
C15 2.48052 5.35513 -0.39154
C16 2.36055 3.83347 -0.36949
H19 0.77891 6.75226 -0.47151
H20 1.18734 6.01446 -2.02141
H21 2.61777 5.69483 0.64043
H22 3.35477 5.77895 -0.88581
H23 2.65937 3.39981 0.57950
H24 2.82061 3.34194 -1.22508
O10 2.76111 0.88275 -2.17150
C17 3.55019 0.42800 -1.39882
O11 3.63765 -0.90626 -1.18738
C18 4.57958 -1.14019 -0.12979
C19 5.57302 -0.00001 -0.26961
C20 4.59799 1.15042 -0.56750
H25 5.01629 -2.13331 -0.24648
H26 4.08639 -1.16201 0.84668
H27 6.26230 -0.15825 -1.10116
H28 6.18184 0.21643 0.60831
H29 4.98710 1.96099 -1.17931
H30 4.14510 1.51489 0.35400
O12 -4.07232 0.52700 -2.63241
C21 -2.93597 0.52672 -3.02080
O13 -2.48229 1.49198 -3.85519
C22 -1.09944 1.26742 -4.17271
C23 -0.80242 -0.16509 -3.74522
C24 -1.80882 -0.41656 -2.62535
H31 -0.49279 1.97589 -3.60482
H32 -0.89212 1.43021 -5.22838
H33 0.22906 -0.29550 -3.41475
H34 -0.99446 -0.89116 -4.53987
H35 -1.52439 0.00201 -1.65797
H36 -2.22049 -1.41464 -2.54067

Atoms 1-2, force components in eV/Å:
O 0.071 -0.210 0.906
V -0.107 1.278 -2.344

## Properties
* net charge: 0
* 2S+1: 2
* <S²>: 0.773
* electronic energy: -83216.37306 eV
* HOMO energy (spin up / spin down): -8.41 / -9.29 eV
* frontier orbital gap (spin up / spin down): 8.868 / 9.750 eV

Results of the Mulliken charge analysis, in e, for atoms 1 through 2:
1. O 0.458
2. V 1.140



2.
The following is a quantum chemistry calculation of 2 unconnected molecules or ions with the total composition C6H12N4 at a distorted geometry, from OMol25.

CARTESIAN COORDINATES (ANGSTROEM)
C1 -0.49958 -0.60042 -1.20778
C2 -0.23536 -1.16929 0.00384
C3 -0.54893 -2.82024 -1.38402
C4 1.30361 2.44858 1.42615
C5 -0.76461 -4.14492 -2.02379
C6 0.87200 4.78453 1.40335
N1 -0.69962 -1.67341 -2.06671
N2 -0.25760 -2.50218 -0.17400
N3 1.42570 1.50515 0.71214
N4 0.98115 3.52839 2.06144
H1 -0.35572 0.33726 -1.66685
H2 0.12154 -4.81177 -2.05967
H3 -1.50909 -4.80618 -1.56862
H4 -1.15130 -4.10587 -2.97733
H5 0.36467 4.61057 0.51377
H6 1.83269 5.13096 1.16319
H7 0.33242 5.57315 2.06629
H8 -1.00437 -1.72080 -3.03188
H9 0.03334 -3.14366 0.59745
H10 0.12213 -0.78344 0.88273
H11 2.22181 1.09083 0.18259
H12 1.26322 3.37949 3.12970

Atoms 1-2, force components in eV/Å:
C -1.949 3.453 -6.426
C 0.894 -1.905 5.178

## Properties
* net charge: +2
* 2S+1: 3
* ΔE to the lowest compared entry with this formula, charge and spin: 1.616 eV
* <S²>: 2.010
* electronic energy: -12354.72920 eV
* HOMO energy (spin up / spin down): -12.04 / -18.87 eV
* frontier orbital gap (spin up / spin down): 5.100 / 9.207 eV

Results of the natural (NBO) charge analysis, in e, for atoms 1 through 2:
1. C -0.056
2. C 0.003



3.
The following is a quantum chemistry calculation of 10 unconnected molecules or ions with the total composition C17H54O10 at a distorted geometry, from OMol25.

CARTESIAN COORDINATES (ANGSTROEM)
C1 -11.11117 5.08663 -19.44654
O1 -10.32599 6.19160 -19.83810
H1 -10.94079 4.17891 -20.04100
H2 -10.86258 4.80045 -18.42441
H3 -12.16938 5.30749 -19.57735
H4 -9.40338 6.04932 -19.58765
C2 -9.65889 5.59442 -15.38613
O2 -9.68617 6.64516 -14.41956
H5 -8.95866 5.77237 -16.20283
H6 -9.28116 4.70135 -14.87758
H7 -10.67133 5.34581 -15.70363
H8 -10.54999 7.05861 -14.49719
C3 -10.23659 2.07213 -18.13238
O3 -11.31077 1.31071 -18.68948
H9 -9.55303 1.37788 -17.63503
H10 -9.66704 2.55385 -18.92223
H11 -10.55866 2.82327 -17.41239
H12 -11.88065 1.11232 -17.93700
C4 -14.20560 2.83154 -21.52320
C5 -13.10394 1.78020 -21.65760
O4 -13.25257 0.73073 -20.72488
H13 -14.17307 3.34770 -20.56063
H14 -15.20102 2.43734 -21.72207
H15 -14.08230 3.63313 -22.26085
H16 -12.11414 2.24431 -21.65055
H17 -13.21047 1.33467 -22.65222
H18 -12.59212 0.86492 -20.02671
C6 -8.45319 4.71698 -22.19007
C7 -9.58337 4.86239 -23.18227
O5 -10.05890 3.56797 -23.55464
H19 -8.60751 3.94928 -21.42996
H20 -8.17919 5.60823 -21.62487
H21 -7.51890 4.45651 -22.70018
H22 -9.27227 5.50602 -24.00887
H23 -10.42717 5.32959 -22.66075
H24 -10.91037 3.68941 -23.98429
C8 -5.68746 6.35396 -19.79220
C9 -6.96388 6.64969 -19.02188
O6 -7.72823 5.45519 -18.80229
H25 -5.05969 5.66600 -19.22255
H26 -5.15440 7.25593 -20.08626
H27 -5.95684 5.82116 -20.70856
H28 -7.62483 7.31606 -19.57686
H29 -6.72366 7.13251 -18.06953
H30 -7.25043 4.86742 -18.20918
C10 -9.24452 9.97505 -18.80428
C11 -9.81821 9.21851 -17.62051
O7 -10.45836 10.13490 -16.73956
H31 -8.89540 9.32898 -19.60169
H32 -8.42965 10.61074 -18.44688
H33 -9.99420 10.68632 -19.15602
H34 -9.04342 8.66595 -17.07343
H35 -10.51732 8.45656 -17.98591
H36 -11.03233 9.63165 -16.15501
C12 -13.40659 7.76107 -17.91914
C13 -14.65558 7.50180 -17.11777
O8 -14.33646 7.48745 -15.72588
H37 -13.75117 7.87729 -18.94803
H38 -12.63752 6.99882 -17.78258
H39 -12.91766 8.69565 -17.63733
H40 -15.21867 6.61287 -17.41156
H41 -15.31470 8.36138 -17.30290
H42 -15.12758 7.37842 -15.19359
C14 -8.63838 8.30061 -22.29731
C15 -7.14205 8.55339 -22.45997
O9 -6.59936 9.28609 -21.37405
H43 -9.00072 7.61579 -23.06509
H44 -9.11635 9.25804 -22.51933
H45 -8.91340 7.91381 -21.32227
H46 -6.85616 8.95684 -23.43625
H47 -6.62515 7.58399 -22.49826
H48 -6.54882 10.21542 -21.61164
C16 -14.34103 6.91748 -22.84443
C17 -12.91104 6.43405 -22.68123
O10 -12.19046 7.28752 -21.81882
H49 -14.84492 7.07361 -21.88774
H50 -14.96110 6.19643 -23.38464
H51 -14.39530 7.85403 -23.39979
H52 -12.44291 6.46642 -23.67993
H53 -12.87333 5.38785 -22.35824
H54 -11.60711 6.76623 -21.25198

Atoms 1-2, force components in eV/Å:
C 0.396 -0.754 0.056
O -0.394 0.351 -0.407

## Properties
* net charge: 0
* ΔE to the lowest compared entry with this formula, charge and spin: 1.502 eV
* SMILES: CCO.CCO.CCO.CCO.CCO.CCO.CCO.CO.CO.CO
* electronic energy: -38976.41276 eV
* HOMO energy: -9.85 eV
* frontier orbital gap: 10.168 eV

Results of the Mulliken charge analysis, in e, for atoms 1 through 2:
1. C -0.194
2. O 0.711



Which value of electronic energy does entry 2 give? -12354.72920 eV



Number 2 is which compound? C6H12N4